(1)
Density functional theory data (the ωB97M-V functional and the def2-TZVPD basis) for a 2-piece molecular cluster, C5H9NO2 overall in a non-equilibrium geometry.

The geometry in XYZ format:
```
17
Properties=species:S:1:pos:R:3:lowdin_spin:R:1
C 2.200 1.028 1.033 0.000
C -2.872 -0.249 -0.569 0.816
C -1.702 -0.633 -0.075 0.694
C -1.552 -0.532 1.427 0.088
C 2.818 0.674 -1.394 0.000
N 2.592 0.414 0.074 0.000
O 1.786 1.249 2.091 0.001
O -0.727 -1.176 -0.869 0.223
H -3.068 -0.245 -1.612 0.063
H -3.619 0.212 0.156 0.050
H -0.843 0.258 1.720 0.032
H -1.072 -1.447 1.809 0.021
H -2.574 -0.248 1.873 0.006
H 3.004 1.727 -1.597 0.000
H 3.595 -0.001 -1.686 0.000
H 1.896 0.439 -1.825 0.000
H 0.138 -1.471 -0.555 0.005
```

orbital gap (alpha / beta) = 4.67 / 9.16 eV
HOMO level (alpha / beta) = -4.267 / -10.509 eV
2S+1 = 3
ΔE to the lowest compared entry with this formula, charge and spin = 188.0 kJ/mol

=====

(2)
Density functional theory data (the ωB97M-V functional and the def2-TZVPD basis) for C31H43BeN9O15 as an isolated structure in a non-equilibrium geometry.

The geometry in XYZ format:
```
99
Properties=species:S:1:pos:R:3:mulliken_charge:R:1
Be 0.731 -5.451 1.193 0.311
C -1.161 -1.705 0.548 0.830
O -1.472 -0.711 -0.074 -0.422
O 0.022 -1.780 1.018 -0.357
O -1.835 -2.655 0.797 -0.391
C 1.769 -3.710 5.698 0.584
O 0.878 -4.471 5.267 -0.663
N 2.262 -2.614 5.169 -0.395
N 2.420 -3.962 6.793 -0.465
H 1.717 -2.429 4.339 0.232
H 2.704 -1.917 5.751 0.241
H 2.276 -4.917 7.087 0.257
H 3.340 -3.553 6.875 0.220
C -5.308 -1.495 3.897 0.670
O -6.107 -0.957 4.596 -0.662
N -5.473 -1.620 2.621 -0.336
N -4.143 -1.876 4.222 -0.358
H -6.146 -1.040 2.140 0.221
H -4.620 -1.989 2.225 0.110
H -3.521 -2.309 3.554 0.160
H -3.963 -1.616 5.181 0.205
C 0.472 5.301 -1.315 0.682
O 1.225 6.251 -1.244 -0.667
N -0.744 5.443 -0.847 -0.378
N 0.766 4.073 -1.761 -0.389
H -1.379 4.658 -0.870 0.147
H -0.885 6.379 -0.496 0.214
H 1.743 3.852 -1.893 0.235
H 0.131 3.340 -1.481 0.164
C -3.747 -7.782 2.188 0.686
O -2.498 -7.810 2.316 -0.681
N -4.466 -8.850 2.302 -0.410
N -4.438 -6.719 1.860 -0.326
H -3.838 -9.612 2.516 0.239
H -5.475 -8.880 2.285 0.180
H -5.448 -6.734 1.885 0.159
H -4.011 -5.839 1.607 0.164
C 1.580 4.826 6.037 -0.304
C 0.360 4.180 5.822 -0.808
C 0.344 3.402 4.650 0.743
C 1.470 3.340 3.825 -0.461
C 2.713 3.902 4.127 -0.820
C 2.691 4.704 5.227 0.747
O 3.826 5.359 5.601 -0.544
O -0.769 2.690 4.347 -0.497
H 1.630 5.473 6.901 0.247
H -0.480 4.418 6.457 0.412
H 1.354 2.802 2.895 0.272
H 3.612 3.641 3.588 0.456
H 3.833 5.680 6.506 0.293
H -0.753 2.149 3.554 0.257
C 3.080 0.260 -6.457 -0.400
C 2.088 -0.250 -5.561 -0.518
C 1.222 -1.259 -5.923 0.761
C 1.232 -1.754 -7.280 -0.773
C 2.266 -1.244 -8.132 -0.295
C 3.214 -0.250 -7.733 0.355
O 4.214 0.216 -8.530 -0.524
O 0.279 -1.722 -5.122 -0.510
H 3.827 0.958 -6.108 0.372
H 2.191 0.019 -4.520 0.298
H 0.600 -2.574 -7.588 0.394
H 2.426 -1.733 -9.082 0.277
H 4.046 -0.044 -9.438 0.294
H 0.163 -1.340 -4.249 0.271
C -5.788 4.183 -3.426 -0.563
C -5.932 4.529 -4.806 -0.318
C -5.395 3.667 -5.827 0.261
C -4.547 2.623 -5.345 -0.570
C -4.225 2.467 -3.990 -0.616
C -4.948 3.127 -3.101 0.932
O -4.649 2.885 -1.814 -0.511
O -5.619 3.976 -7.147 -0.528
H -6.165 4.897 -2.709 0.377
H -6.589 5.374 -4.950 0.374
H -4.000 1.992 -6.030 0.299
H -3.464 1.755 -3.706 0.340
H -3.974 2.210 -1.916 0.209
H -5.049 3.565 -7.801 0.312
C 8.257 -0.163 2.759 -0.629
C 6.994 -0.219 2.183 -0.475
C 6.774 0.213 0.862 0.636
C 7.755 0.782 0.143 -0.529
C 8.941 1.005 0.725 -0.460
C 9.235 0.587 2.022 0.520
O 10.508 0.581 2.609 -0.517
O 5.541 0.164 0.360 -0.501
H 8.508 -0.515 3.749 0.403
H 6.228 -0.680 2.788 0.317
H 7.418 1.182 -0.801 0.374
H 9.691 1.443 0.084 0.297
H 11.022 0.720 1.810 0.290
H 4.859 -0.290 0.859 0.274
C -5.611 -3.317 -2.803 -0.654
C -6.460 -4.487 -3.080 0.245
N -7.098 -5.314 -3.502 -0.318
H -4.570 -3.571 -2.602 0.245
H -6.009 -3.015 -1.834 0.203
H -5.677 -2.505 -3.528 0.279
```

orbital gap = 2.68 eV
HOMO level = -8.116 eV
2S+1 = 1

=====

(3)
Density functional theory data (the ωB97M-V functional and the def2-TZVPD basis) for C36H24AsBrN5O6S2Sn as an isolated structure in a non-equilibrium geometry.

The geometry in XYZ format:
```
76
Properties=species:S:1:pos:R:3:nbo_charge:R:1
Sn 0.293 0.356 0.184 1.487
S -4.264 6.229 -1.517 1.009
N -3.186 5.608 -2.528 -0.581
C -2.965 4.380 -2.111 0.107
C -2.114 3.420 -2.779 -0.055
C -1.487 3.734 -3.984 -0.065
C -0.818 2.759 -4.683 -0.222
C -0.804 1.481 -4.182 0.095
N -1.356 1.210 -2.989 0.034
C -1.997 2.144 -2.212 0.190
C -2.614 1.833 -0.896 0.245
N -2.255 0.731 -0.203 -0.509
C -2.890 0.421 0.918 0.083
C -3.935 1.181 1.433 -0.213
C -4.236 2.361 0.810 -0.102
C -3.549 2.722 -0.354 -0.068
C -3.718 4.019 -0.968 0.110
N -4.498 4.985 -0.531 -0.577
H -1.568 4.746 -4.360 0.263
H -0.340 2.965 -5.631 0.263
H -0.373 0.641 -4.705 0.274
H -2.531 -0.457 1.437 0.225
H -4.451 0.868 2.329 0.248
H -4.986 3.038 1.200 0.254
O -1.342 -0.094 -2.550 -0.525
S 0.205 -0.939 -2.533 2.530
O 1.112 0.179 -2.292 -0.988
O -0.046 -1.729 -1.350 -0.949
O 0.281 -1.583 -3.797 -0.884
C 0.334 -4.221 6.300 -0.197
C -0.748 -4.106 5.439 -0.220
C -0.621 -3.380 4.263 -0.155
C 0.589 -2.776 3.939 -0.325
C 1.674 -2.896 4.797 -0.233
C 1.542 -3.616 5.978 -0.185
As 0.688 -1.933 2.176 0.853
C 2.307 -0.860 2.346 -0.271
C 2.503 -0.049 3.464 -0.243
C 3.583 0.816 3.520 -0.193
C 4.471 0.899 2.451 -0.203
C 4.272 0.117 1.324 -0.204
C 3.190 -0.756 1.270 -0.288
C 1.409 -3.505 1.265 -0.353
C 0.587 -4.258 0.435 -0.201
C 1.080 -5.394 -0.192 -0.205
C 2.397 -5.781 0.009 -0.190
C 3.216 -5.045 0.858 -0.222
C 2.722 -3.913 1.488 -0.161
H 0.238 -4.783 7.221 0.224
H -1.690 -4.582 5.682 0.222
H -1.465 -3.287 3.593 0.200
H 2.623 -2.440 4.553 0.222
H 2.392 -3.708 6.644 0.222
H 1.803 -0.092 4.288 0.232
H 3.731 1.437 4.396 0.227
H 5.318 1.574 2.499 0.228
H 4.967 0.170 0.496 0.226
H 3.080 -1.408 0.413 0.232
H -0.440 -3.959 0.273 0.217
H 0.437 -5.977 -0.841 0.222
H 2.785 -6.661 -0.489 0.223
H 4.237 -5.359 1.036 0.222
H 3.357 -3.352 2.160 0.208
Br 4.926 5.422 1.854 0.088
C 3.237 4.915 2.527 -0.133
C 2.784 5.432 3.733 0.023
N 1.609 5.084 4.256 -0.385
C 0.861 4.197 3.602 0.057
C 1.241 3.638 2.391 -0.178
C 2.455 4.017 1.834 -0.166
C 0.425 2.596 1.689 0.771
O 0.132 2.761 0.459 -0.789
O 0.127 1.528 2.303 -0.759
H 3.382 6.144 4.293 0.215
H -0.084 3.921 4.066 0.206
H 2.779 3.605 0.889 0.238
```

orbital gap = 6.57 eV
HOMO level = -10.974 eV
2S+1 = 1
total charge = +1

=====

- 2S+1 of number 1 (C5H9NO2)?
  3